(1)
Here is C5H13N2O2P in the gas phase from the OMol25 dataset. Energies are from ωB97M-V/def2-TZVPD.

CARTESIAN COORDINATES (ANGSTROEM)
C (1.9641, 2.9354, 1.2864)
C (2.0032, 1.6299, 0.9376)
O (0.8902, 0.8435, 0.9536)
P (0.9998, -0.6697, 0.3054)
C (1.7090, -1.9078, 1.4708)
O (1.7279, -0.6768, -0.9854)
N (-1.1590, -0.9488, 0.5234)
N (-1.8693, -0.5670, -0.5501)
C (-1.7405, -1.6269, -1.5871)
C (-1.8299, 0.7987, -1.0654)
H (2.8554, 3.5430, 1.4445)
H (1.0398, 3.5891, 1.3490)
H (2.9931, 1.2056, 0.8741)
H (1.7404, -2.8844, 0.9624)
H (2.7886, -1.7603, 1.5992)
H (1.1396, -1.7091, 2.4618)
H (-1.4251, -0.3081, 1.2244)
H (-2.2940, -2.4800, -1.1946)
H (-2.1995, -1.2412, -2.5269)
H (-0.8386, -1.8788, -1.9006)
H (-0.9495, 0.9412, -1.6604)
H (-2.7042, 0.8717, -1.5565)
H (-1.8402, 1.5725, -0.1879)

Computed properties:
HOMO (hartree): -0.2841
Net charge: 0
F_max (eV Å⁻¹): 6.0
LUMO level (eV): 0.8


(2)
Here is 9 unconnected molecules or ions with the total composition C46H110O23S2 from the OMol25 dataset. Energies are from ωB97M-V/def2-TZVPD.

CARTESIAN COORDINATES (ANGSTROEM)
C (3.0080, -2.5091, 2.1142)
O (1.8171, -2.3155, 2.8928)
C (1.8374, -3.2165, 3.9876)
C (0.5092, -3.1448, 4.6881)
O (-0.5145, -3.7296, 3.9617)
C (-1.7676, -3.7266, 4.6019)
C (-2.8152, -4.5955, 3.9736)
O (-3.0183, -5.9053, 4.4887)
C (-1.9359, -6.8467, 4.1992)
H (3.3120, -3.5742, 1.9935)
H (3.8753, -2.0407, 2.6314)
H (2.8237, -1.9830, 1.1960)
H (2.5396, -2.9272, 4.7491)
H (2.1300, -4.1872, 3.6036)
H (0.2908, -2.0812, 4.8819)
H (0.6105, -3.5583, 5.7025)
H (-2.1588, -2.7155, 4.6083)
H (-1.6840, -3.9595, 5.6127)
H (-2.7291, -4.6287, 2.8758)
H (-3.7511, -4.2110, 4.2832)
H (-2.2407, -7.8633, 4.5101)
H (-1.0171, -6.5419, 4.7111)
H (-1.6487, -6.7605, 3.1275)
C (2.8016, 4.7261, -3.1798)
O (1.9246, 3.8340, -3.9217)
C (0.5756, 4.1767, -3.5702)
C (-0.3712, 3.2663, -4.2501)
O (-0.0714, 1.9089, -3.9414)
C (-1.1097, 1.0028, -3.9012)
C (-1.7727, 0.6387, -5.2636)
O (-2.7630, 1.5885, -5.6201)
C (-3.5920, 1.1821, -6.7430)
H (2.6600, 4.5055, -2.1394)
H (2.7347, 5.7311, -3.4840)
H (3.8503, 4.4673, -3.4165)
H (0.3711, 5.2004, -4.0181)
H (0.4113, 4.1074, -2.4696)
H (-0.1541, 3.3958, -5.3150)
H (-1.3993, 3.5443, -4.0856)
H (-1.8903, 1.2198, -3.1662)
H (-0.7084, 0.0840, -3.4634)
H (-2.2302, -0.3460, -5.0501)
H (-1.0222, 0.5256, -6.0234)
H (-4.3057, 1.9531, -6.9294)
H (-4.1722, 0.3056, -6.5068)
H (-2.9397, 1.1044, -7.5947)
C (5.1303, 2.8626, -0.5498)
O (4.4663, 1.6202, -0.2724)
C (5.3200, 0.5151, 0.0806)
C (5.5774, 0.4574, 1.6213)
O (6.5292, 1.5256, 1.8801)
C (6.5393, 1.9248, 3.2502)
C (7.3342, 1.0053, 4.1799)
O (6.5330, -0.1378, 4.6119)
C (7.2238, -0.9947, 5.4935)
H (5.6889, 3.2057, 0.3648)
H (4.3879, 3.6055, -0.8671)
H (5.7757, 2.7641, -1.3665)
H (6.3470, 0.5885, -0.4208)
H (4.7769, -0.2987, -0.2295)
H (6.0288, -0.5014, 1.8301)
H (4.6207, 0.6089, 2.1414)
H (5.4684, 1.9105, 3.5000)
H (6.9021, 2.9272, 3.3225)
H (7.7181, 1.5251, 5.0748)
H (8.1992, 0.6073, 3.6724)
H (8.0734, -1.5646, 5.1089)
H (6.4391, -1.6988, 5.7697)
H (7.4685, -0.4264, 6.3755)
C (2.4686, 3.0099, 2.7861)
O (1.5562, 2.8608, 3.8446)
C (1.6273, 1.7102, 4.6502)
C (0.4133, 1.6680, 5.5335)
O (-0.6823, 1.3830, 4.6774)
C (-2.0017, 1.3846, 5.2210)
C (-2.7558, 0.4353, 4.2866)
O (-2.8215, 0.6916, 2.8831)
C (-3.7212, 1.6825, 2.4463)
H (1.9643, 3.7665, 2.0803)
H (2.4950, 2.0227, 2.2832)
H (3.4762, 3.3472, 3.0826)
H (2.5014, 1.7532, 5.3060)
H (1.6480, 0.7555, 4.0530)
H (0.1968, 2.6430, 6.0521)
H (0.5524, 1.0160, 6.3953)
H (-2.3456, 2.4255, 5.1480)
H (-2.0681, 0.9486, 6.2785)
H (-3.7599, 0.3252, 4.6600)
H (-2.2542, -0.5657, 4.3186)
H (-3.3305, 2.7115, 2.5076)
H (-4.7090, 1.5910, 2.9750)
H (-3.8523, 1.5407, 1.3878)
C (6.1164, -3.2521, -7.5164)
O (5.1524, -2.6036, -6.7524)
C (4.7892, -1.3145, -7.1960)
C (3.5616, -0.8592, -6.4450)
O (3.9400, -0.5213, -5.1363)
C (2.7534, -0.0011, -4.4809)
C (3.1714, 0.0333, -2.9998)
O (3.1699, -1.2759, -2.4747)
C (1.9701, -1.8727, -2.4162)
H (7.1266, -2.8813, -7.1439)
H (6.0516, -3.0215, -8.5892)
H (6.0033, -4.3996, -7.4581)
H (4.4665, -1.2762, -8.2293)
H (5.6180, -0.5462, -7.0172)
H (2.8217, -1.6311, -6.3617)
H (3.0798, -0.0220, -7.0392)
H (1.8402, -0.6161, -4.5662)
H (2.4465, 1.0093, -4.7164)
H (2.4890, 0.7362, -2.4895)
H (4.1478, 0.4791, -2.8161)
H (2.1378, -2.8508, -1.7711)
H (1.5898, -2.2759, -3.3564)
H (1.2584, -1.2782, -1.8743)
C (-8.5319, 2.2112, -2.8595)
O (-9.2941, 1.0858, -3.1935)
C (-8.7113, -0.0050, -3.7596)
C (-7.6003, -0.6853, -2.9307)
O (-6.3905, 0.0535, -2.9990)
C (-5.3444, -0.3644, -2.1228)
C (-4.2545, 0.6113, -2.2506)
O (-4.5863, 1.7861, -1.4577)
C (-3.9149, 2.9635, -1.9279)
H (-7.5899, 2.1391, -3.4066)
H (-8.2971, 2.2822, -1.7468)
H (-9.0199, 3.1255, -3.1731)
H (-8.3591, 0.2194, -4.7285)
H (-9.6132, -0.7453, -3.8060)
H (-7.3686, -1.6648, -3.2730)
H (-8.0651, -0.7396, -1.9580)
H (-5.0337, -1.4899, -2.3488)
H (-5.7156, -0.3069, -1.0892)
H (-4.0839, 0.8957, -3.2836)
H (-3.2721, 0.1834, -1.9609)
H (-3.7771, 2.8308, -3.0007)
H (-2.9653, 3.0979, -1.4155)
H (-4.4961, 3.9043, -1.7140)
C (1.6772, -6.1449, 1.0630)
O (1.0739, -5.0979, 0.4362)
C (-0.2632, -4.9489, 0.7027)
C (-0.5156, -3.4077, 0.7410)
O (-1.9255, -3.2034, 0.8795)
C (-2.2717, -1.8920, 1.2359)
C (-3.7705, -1.7205, 1.0636)
O (-4.4076, -1.8286, 2.2835)
C (-5.7823, -2.0740, 2.2186)
H (1.0680, -7.0242, 1.0816)
H (1.9615, -5.9417, 2.0955)
H (2.5379, -6.3275, 0.4747)
H (-0.5281, -5.4041, 1.6213)
H (-0.8991, -5.3361, -0.1316)
H (-0.1897, -3.0002, -0.2446)
H (0.0504, -2.9685, 1.5392)
H (-1.8060, -1.2158, 0.5237)
H (-1.9484, -1.7212, 2.2597)
H (-4.1757, -2.4645, 0.3374)
H (-3.9634, -0.7229, 0.7173)
H (-6.2561, -1.8432, 3.1893)
H (-6.0183, -3.1289, 2.0086)
H (-6.2866, -1.4622, 1.4234)
C (-0.0614, 0.7664, 1.5962)
S (-0.1815, 0.8823, -0.2416)
O (-1.4126, 1.7141, -0.5619)
C (1.2947, 1.8793, -0.4670)
H (0.8225, 0.2071, 1.8954)
H (-1.0468, 0.3887, 1.9671)
H (0.0612, 1.8385, 1.9144)
H (2.2723, 1.3259, -0.2600)
H (1.3828, 2.8517, 0.0662)
H (1.3279, 2.0137, -1.5129)
C (-0.8593, 4.8624, 2.7323)
S (-0.6218, 5.5345, 1.0574)
O (0.5943, 4.8006, 0.5912)
C (-2.0568, 4.7151, 0.3964)
H (-1.8551, 5.0927, 3.0381)
H (-0.0183, 5.2144, 3.3735)
H (-0.6912, 3.8088, 2.6484)
H (-2.1555, 4.7903, -0.6787)
H (-2.9757, 5.1569, 0.8067)
H (-2.0422, 3.6488, 0.6016)

Computed properties:
HOMO (hartree): -0.3090
Net charge: 0
F_max (eV Å⁻¹): 4.4
LUMO level (eV): 0.5